# 1
DFT (ωB97M-V/def2-TZVPD) results for a molecular structure, C9H25Cl2N2O2P2Tm in a non-equilibrium geometry.

The geometry in ORCA input format:
```
! wB97M-V def2-TZVPD RIJCOSX def2/J DEFGRID3
* xyz 2 3
Tm -0.200 0.498 0.236
Cl -3.571 -3.080 -0.678
Cl -1.373 2.487 1.002
P -0.157 -0.795 2.716
P -0.777 1.099 -2.436
O -1.494 -1.517 -0.347
O 1.747 1.191 0.307
N 2.228 3.436 0.341
N 3.893 1.856 0.580
C -0.789 -2.510 2.788
C -1.933 -2.654 -0.708
C 0.783 1.283 -3.375
C -1.679 2.612 -2.919
C -1.656 -0.150 -3.433
C -1.060 -3.739 -1.215
C -0.857 -0.110 4.253
C 2.603 2.154 0.411
C 1.601 -1.043 3.177
H -0.209 -3.158 2.118
H -2.602 -0.410 -2.941
H 2.091 -1.685 2.432
H -2.654 2.623 -2.413
H 1.672 -1.512 4.168
H -0.774 -0.841 5.068
H 4.597 2.579 0.688
H -1.837 -2.525 2.463
H -1.915 0.129 4.083
H 1.254 0.298 -3.496
H 2.934 4.159 0.420
H -0.332 0.814 4.524
H -1.263 -3.926 -2.282
H -1.254 -4.669 -0.662
H 2.115 -0.071 3.193
H -1.116 3.502 -2.607
H -0.719 -2.888 3.819
H -1.826 2.623 -4.009
H -1.863 0.253 -4.435
H -0.007 -3.459 -1.092
H -1.047 -1.058 -3.517
H 4.153 0.881 0.661
H 1.471 1.936 -2.820
H 0.580 1.719 -4.363
H 1.239 3.669 0.303
*
```

Results
**Total energy**: -89957.8761 eV
**Kohn-Sham gap (spin up / spin down)**: 9.202 / 9.207 eV
**Highest occupied orbital energy (spin up / spin down)**: -0.569 / -0.569 Ha

Results of the Mulliken charge analysis, in e, for atoms 1 through 4:
1. Tm 0.63
2. Cl -0.04
3. Cl -0.45
4. P 0.84



# 2
DFT (ωB97M-V/def2-TZVPD) results for a single HNO3S molecule in a non-equilibrium geometry.

The geometry in ORCA input format:
```
! wB97M-V def2-TZVPD RIJCOSX def2/J DEFGRID3
* xyz 0 1
S 0.649 1.560 0.802
O -0.232 -1.135 0.518
O -1.020 -1.027 -1.513
O -0.115 0.719 -0.590
N -0.512 -0.601 -0.536
H 1.229 0.485 1.319
*
```

Results
**Total energy**: -18478.8298 eV
**Kohn-Sham gap**: 9.620 eV
**Highest occupied orbital energy**: -0.382 Ha

Results of the Mulliken charge analysis, in e, for atoms 1 through 4:
1. S 0.06
2. O -0.57
3. O -0.52
4. O -0.35



# 3
DFT (ωB97M-V/def2-TZVPD) results for a gas-phase ion, C3H10NO3 (charge +1).

The geometry in ORCA input format:
```
! wB97M-V def2-TZVPD RIJCOSX def2/J DEFGRID3
* xyz 1 1
O -0.607 -1.485 0.691
O -2.030 0.028 -0.188
O -0.675 -1.159 -1.540
N 0.275 0.527 -0.196
C 1.623 -0.039 -0.366
C 0.145 1.263 1.071
C -0.846 -0.616 -0.313
H 0.084 1.166 -0.975
H -1.286 -1.438 1.380
H 0.409 0.604 1.896
H 2.368 0.745 -0.252
H -0.375 -2.079 -1.494
H 0.816 2.119 1.072
H -2.528 0.041 -1.019
H 1.721 -0.482 -1.355
H -0.880 1.610 1.195
H 1.785 -0.804 0.393
*
```

Results
**Total energy**: -10899.5212 eV
**Kohn-Sham gap**: 13.434 eV
**Highest occupied orbital energy**: -0.607 Ha
**SMILES**: C[NH+](C)C(O)(O)O

Results of the Mulliken charge analysis, in e, for atoms 1 through 4:
1. O -0.50
2. O -0.52
3. O -0.51
4. N -0.07



# 4
DFT (ωB97M-V/def2-TZVPD) results for a single C2H7N3S molecule in a non-equilibrium geometry.

The geometry in ORCA input format:
```
! wB97M-V def2-TZVPD RIJCOSX def2/J DEFGRID3
* xyz 0 1
S -2.419 -0.933 0.083
N -0.973 -0.089 -0.080
N 2.578 -0.698 -0.022
N 1.367 -0.112 -0.129
C 0.247 -0.755 -0.069
C -1.007 1.367 0.085
H -1.370 1.570 1.095
H -2.921 -0.633 -1.090
H 2.677 -1.396 0.727
H 3.260 0.041 0.054
H 0.164 -1.812 0.061
H -1.618 1.838 -0.691
H 0.017 1.611 -0.024
*
```

Results
**Total energy**: -17491.0264 eV
**Kohn-Sham gap**: 8.461 eV
**Highest occupied orbital energy**: -0.280 Ha
**SMILES**: CN(S)/C=N/N

Results of the Mulliken charge analysis, in e, for atoms 1 through 4:
1. S -0.17
2. N -0.10
3. N -0.61
4. N -0.18



# 5
DFT (ωB97M-V/def2-TZVPD) results for 2 unconnected molecules or ions with the total composition CHI2NO in a non-equilibrium geometry.

The geometry in ORCA input format:
```
! wB97M-V def2-TZVPD RIJCOSX def2/J DEFGRID3
* xyz 0 3
I 2.529 -1.109 -0.192
I -2.368 -1.353 -0.112
O -0.431 1.931 0.055
N 0.350 1.064 0.153
C 0.924 0.028 0.231
H -1.005 -0.560 -0.135
*
```

Results
**Total energy**: -20785.2732 eV
**Kohn-Sham gap (spin up / spin down)**: 7.178 / 6.134 eV
**Highest occupied orbital energy (spin up / spin down)**: -0.250 / -0.361 Ha

Results of the Mulliken charge analysis, in e, for atoms 1 through 4:
1. I 0.14
2. I 0.00
3. O -0.42
4. N 0.36



> Which value of total energy does entry 5 give?

-20785.2732 eV